# 1
Entry from OMol25: a molecular structure, C9H25ClIN2O2OsP2 at a distorted geometry (ωB97M-V with the def2-TZVPD basis set).

Element x y z (Å)
C (0.2778, 1.0200, -7.2206)
C (-0.4458, 0.5700, -5.9823)
H (-0.3628, 0.8653, -8.0926)
H (1.2091, 0.4546, -7.3145)
H (0.5433, 2.0755, -7.1137)
O (-1.5372, 0.1149, -5.8931)
I (0.8186, 0.8549, -4.1543)
Os (-0.0914, -0.1076, 0.5633)
P (-0.8396, 2.0769, 0.7637)
C (-2.4494, 2.3537, 1.5937)
C (0.3084, 3.1654, 1.6871)
H (-0.0426, 4.2031, 1.6849)
H (-1.3041, 3.9911, -0.6938)
H (1.2912, 3.1002, 1.2131)
H (-0.0861, 2.8676, -1.3804)
H (-2.4056, 1.9563, 2.6114)
H (0.3928, 2.8083, 2.7169)
C (-1.0337, 2.9397, -0.8405)
H (-2.6951, 3.4202, 1.6298)
H (-1.8089, 2.4393, -1.4268)
H (-3.2336, 1.8182, 1.0514)
P (0.8925, -2.1798, 0.2322)
C (-0.0049, -3.6568, 0.8405)
C (1.2124, -2.5711, -1.5286)
H (3.1696, -1.5178, 0.6397)
H (3.0087, -3.3007, 0.7518)
H (2.4487, -2.2509, 2.0876)
C (2.5469, -2.3395, 1.0024)
H (1.7968, -1.7524, -1.9561)
H (1.7569, -3.5160, -1.6312)
H (0.5551, -4.5731, 0.6270)
H (-0.9851, -3.7091, 0.3588)
H (0.2600, -2.6361, -2.0616)
H (-0.1591, -3.5682, 1.9194)
Cl (1.8188, 0.8065, -0.5354)
N (-1.0915, 0.2508, 4.5520)
C (-0.5679, -0.7007, 3.7445)
N (-0.1867, -1.8829, 4.2824)
O (-0.3827, -0.4703, 2.5085)
H (-1.2248, 0.0712, 5.5584)
H (-1.3281, 1.1807, 4.1994)
H (0.2749, -2.6012, 3.7178)
H (-0.3155, -2.0702, 5.2878)

Atoms 1-2, force components in eV/Å:
C 0.365 0.104 0.352
C -2.835 -0.964 -1.501

Calculated values
E_LUMO (spin up / spin down): -12.02 / -14.35 eV
HOMO energy (spin up / spin down): -17.59 / -17.22 eV
Total charge: +3
Kohn-Sham gap (spin up / spin down): 5.6 / 2.9 eV
Multiplicity: 5

***

# 2
Entry from OMol25: a molecular structure, C9H25ClIO2P2Yb at a distorted geometry (ωB97M-V with the def2-TZVPD basis set).

Element x y z (Å)
C (0.0171, 1.0809, -3.1262)
C (0.0075, 1.7754, -1.9227)
H (0.0262, 1.7583, -4.0277)
H (-0.8840, 0.4293, -3.1708)
H (0.9161, 0.4264, -3.1545)
O (-0.0267, 2.4664, -0.9953)
I (-0.0102, -2.6557, 2.7917)
Yb (0.0178, -1.0292, 0.3444)
P (2.5830, -0.3405, -0.0780)
C (3.3271, 0.6731, 1.2394)
C (3.2126, -2.0291, 0.2758)
H (4.2524, -2.2076, -0.0300)
H (4.5377, 0.0715, -1.5491)
H (2.5683, -2.7210, -0.2856)
H (3.0929, -0.4800, -2.4444)
H (2.9387, 0.3429, 2.2137)
H (3.1066, -2.2841, 1.3376)
C (3.4385, 0.1523, -1.6110)
H (4.4244, 0.6247, 1.2469)
H (3.1857, 1.1930, -1.8734)
H (3.0163, 1.7149, 1.0878)
P (-2.5481, -0.3019, -0.0681)
C (-3.3079, 0.7080, 1.2416)
C (-3.4051, 0.1870, -1.6002)
H (-2.5714, -2.6845, -0.2821)
H (-4.2434, -2.1365, -0.0230)
H (-3.0988, -2.2342, 1.3435)
C (-3.2001, -1.9805, 0.2813)
H (-3.0693, -0.4539, -2.4304)
H (-4.5034, 0.1104, -1.5306)
H (-4.4009, 0.6322, 1.2413)
H (-3.0250, 1.7589, 1.0936)
H (-3.1520, 1.2258, -1.8681)
H (-2.9212, 0.3903, 2.2195)
Cl (-0.0007, -2.1877, -1.8776)
C (0.0402, 1.1427, 3.0013)
O (-0.0311, 1.4068, 1.5681)
H (0.8920, 0.4562, 3.1650)
H (-0.9209, 0.6614, 3.2946)
H (0.1719, 2.0645, 3.5897)
H (-0.4526, 2.2732, 1.3723)

Atoms 1-2, force components in eV/Å:
C 0.092 -1.045 -1.659
C -0.274 4.104 3.881

Calculated values
E_LUMO (spin up / spin down): -8.98 / -8.98 eV
HOMO energy (spin up / spin down): -14.67 / -14.67 eV
Total charge: +2
Kohn-Sham gap (spin up / spin down): 5.7 / 5.7 eV
Multiplicity: 2

***

Which E_tot belongs to each record? In order, -58452.39284, -84550.55513 eV.
Which energy above the lowest of the compared OMol25 structures with the same formula, charge and spin belongs to each record? In order, 0.0, 0.0 kcal per mole.